C8H10N2SYb as an isolated structure in a non-equilibrium geometry, computed with the ωB97M-V functional and the def2-TZVPD basis.

Each line ends with the Löwdin spin population.
Positions of all 22 atoms, in Å:
C (-1.7452, -0.2380, -1.3398)  0.004
C (-2.1422, 0.3966, -0.1294)  0.000
C (-2.0419, -0.5594, 0.9190)  0.001
C (-1.5963, -1.7836, 0.3543)  0.000
C (-1.3968, -1.5783, -1.0370)  0.000
Yb (0.6288, 0.2092, 0.0038)  -0.072
N (0.7508, -1.3574, -3.4393)  1.019
C (1.7948, 1.8998, 0.2100)  -0.003
C (0.6164, 2.5323, 0.4932)  0.009
H (-2.3772, -0.4126, 1.9489)  0.000
H (-2.5347, 1.4094, -0.0352)  0.000
H (-1.5208, -2.7398, 0.8777)  0.000
H (-1.0966, -2.3317, -1.7653)  -0.003
H (-1.7661, 0.2038, -2.3344)  0.008
H (-0.1266, 2.8041, -0.2689)  0.000
H (2.4374, 1.3582, 0.9546)  0.000
H (1.5222, -0.6244, -3.5156)  0.040
H (0.4753, 2.8664, 1.5275)  0.000
H (2.3088, 2.0715, -0.7522)  -0.001
S (3.4246, -1.9534, 3.4999)  -0.001
C (2.5462, -1.3137, 2.3536)  0.000
N (1.8392, -0.8589, 1.4745)  -0.002

Values from the calculation:
Charge = -1
HOMO-LUMO gap (spin up / spin down) = 5.1 / 3.9 eV
Relative energy (zero: lowest compared OMol25 entry of this formula, charge and spin) = 136.3 kcal per mole
HOMO (spin up / spin down) = -3.17 / -2.01 eV
LUMO (spin up / spin down) = 1.97 / 1.89 eV
Spin multiplicity = 2